No. 1
{
  "formula": "C20H40P2SiTi",
  "method": "ωB97M-V/def2-TZVPD",
  "elements": ["P", "P", "C", "C", "H", "H", "H", "H", "C", "H", "H", "H", "C", "H", "H", "H", "C", "H", "H", "H", "C", "H", "H", "H", "Ti", "C", "C", "C", "C", "C", "C", "C", "C", "C", "H", "H", "H", "H", "H", "H", "H", "H", "H", "H", "H", "H", "H", "H", "H", "C", "Si", "C", "C", "C", "C", "H", "H", "H", "H", "H", "H", "H", "H", "H"],
  "positions_angstrom": [[-0.194, -1.994, -3.312], [0.258, 1.323, -3.341], [-0.369, -0.988, -4.883], [0.415, 0.335, -4.900], [-1.451, -0.829, -5.039], [-0.001, -1.656, -5.682], [1.494, 0.170, -5.072], [0.032, 0.990, -5.702], [-1.412, 2.007, -3.722], [-1.716, 2.702, -2.927], [-2.157, 1.202, -3.808], [-1.334, 2.543, -4.678], [1.291, 2.773, -3.717], [0.903, 3.257, -4.623], [2.331, 2.454, -3.871], [1.240, 3.470, -2.870], [-1.117, -3.457, -3.897], [-1.017, -4.257, -3.153], [-0.672, -3.769, -4.853], [-2.172, -3.190, -4.037], [1.485, -2.594, -3.793], [2.216, -1.776, -3.846], [1.371, -3.042, -4.790], [1.831, -3.363, -3.091], [0.059, -0.762, 1.511], [0.718, 1.177, 0.463], [-0.671, 1.178, 0.311], [-1.507, 0.557, -0.747], [-1.924, -0.954, -0.608], [-0.871, -1.930, -0.193], [0.527, -1.878, -0.432], [1.247, -0.776, -1.131], [1.763, 0.464, -0.346], [0.838, -2.184, 2.737], [1.111, 1.875, 1.204], [-1.219, 1.823, 0.998], [-1.040, 0.679, -1.746], [-2.451, 1.137, -0.821], [-2.791, -0.983, 0.083], [-2.357, -1.293, -1.579], [-1.257, -2.926, 0.082], [1.063, -2.831, -0.316], [0.555, -0.339, -1.900], [2.095, -1.205, -1.706], [2.632, 0.156, 0.271], [2.198, 1.179, -1.082], [1.453, -1.643, 3.469], [1.371, -2.974, 2.197], [-0.065, -2.573, 3.242], [1.357, 0.786, 6.867], [-0.210, 1.478, 6.107], [-1.675, 0.757, 7.010], [-0.197, 3.347, 6.312], [-0.269, 0.933, 4.350], [-0.264, 0.472, 3.192], [1.353, 1.017, 7.942], [2.256, 1.224, 6.412], [1.405, -0.304, 6.740], [-1.572, 0.971, 8.081], [-2.620, 1.182, 6.655], [-1.715, -0.329, 6.870], [0.704, 3.796, 5.874], [-1.077, 3.813, 5.849], [-0.209, 3.569, 7.387]],
  "gap_ev": [4.41, 4.41],
  "total_charge": 2,
  "e_homo_ev": [-13.953, -13.951],
  "relative_energy_kj_mol": 54.10
}


No. 2
{
  "formula": "C7H10ClN3O2",
  "method": "ωB97M-V/def2-TZVPD",
  "elements": ["H", "N", "C", "Cl", "C", "C", "C", "C", "C", "N", "O", "O", "N", "C", "H", "H", "H", "H", "H", "H", "H", "H", "H"],
  "positions_angstrom": [[0.738, -1.632, 2.779], [-0.126, -1.377, 2.417], [-0.269, -0.152, 2.364], [0.989, 1.138, 2.792], [-1.608, 0.460, 1.876], [-1.466, 1.600, 0.927], [-0.741, 1.595, -0.236], [0.024, 0.645, -0.983], [0.362, -0.747, -0.429], [-0.487, -1.687, -0.532], [-1.656, -1.721, -0.828], [0.128, -2.989, -0.200], [0.493, 1.014, -2.090], [1.468, 0.353, -2.825], [-2.268, 0.866, 2.694], [-2.154, -0.413, 1.359], [-2.119, 2.464, 1.190], [-0.712, 2.477, -0.774], [1.439, -0.933, -0.274], [-0.531, -3.655, -0.401], [2.507, 0.904, -2.934], [1.105, -0.044, -3.823], [1.669, -0.571, -2.270]],
  "gap_ev": 9.25,
  "total_charge": 0,
  "e_homo_ev": -9.151,
  "relative_energy_kj_mol": 474.32,
  "smiles": "[H]/N=C(\\Cl)C\\C=C/C(/C=[N+](\\[O-])O)=N/C"
}


No. 3
{
  "formula": "C2H4N4",
  "method": "ωB97M-V/def2-TZVPD",
  "elements": ["H", "N", "C", "N", "N", "C", "N", "H", "H", "H"],
  "positions_angstrom": [[-1.702, 2.075, -0.961], [-0.844, 1.537, -0.854], [-1.067, 0.378, -0.396], [-0.166, -0.681, -0.413], [1.077, -0.384, -1.036], [1.576, 0.619, -0.338], [1.616, 1.429, 0.461], [-1.998, 0.022, 0.075], [-0.057, -1.129, 0.507], [1.695, -1.168, -1.201]],
  "gap_ev": 10.55,
  "total_charge": 0,
  "e_homo_ev": -9.869,
  "relative_energy_kj_mol": 263.86,
  "smiles": "[H]/N=C/NNC#N"
}


No. 4
{
  "formula": "C6H13N3O2",
  "method": "ωB97M-V/def2-TZVPD",
  "elements": ["C", "C", "C", "C", "C", "C", "N", "N", "N", "O", "O", "H", "H", "H", "H", "H", "H", "H", "H", "H", "H", "H", "H", "H"],
  "positions_angstrom": [[0.220, 1.444, -3.698], [0.556, 1.319, -2.393], [0.976, -2.550, 1.757], [-1.473, 1.218, 1.222], [0.882, -1.014, 1.548], [-1.374, -0.220, 0.806], [0.031, -0.555, 0.479], [-0.029, 0.489, -1.520], [0.650, 0.378, -0.323], [-0.861, -0.373, -1.781], [1.786, 0.845, -0.106], [0.773, 2.067, -4.419], [-0.814, 1.179, -4.050], [1.419, 1.747, -1.981], [1.445, -2.906, 0.940], [1.633, -2.770, 2.536], [-0.072, -3.115, 1.750], [-2.179, 1.544, 2.077], [-0.439, 1.542, 1.541], [-1.896, 1.791, 0.408], [0.759, -0.368, 2.425], [1.838, -0.578, 1.364], [-1.837, -0.843, 1.590], [-1.994, -0.272, -0.173]],
  "gap_ev": [7.57, 8.14],
  "total_charge": 0,
  "e_homo_ev": [-7.937, -8.121],
  "relative_energy_kj_mol": 748.09
}


No. 5
{
  "formula": "C9H15N3O6",
  "method": "ωB97M-V/def2-TZVPD",
  "elements": ["N", "C", "O", "C", "C", "N", "C", "O", "C", "N", "C", "C", "C", "O", "O", "C", "O", "O", "H", "H", "H", "H", "H", "H", "H", "H", "H", "H", "H", "H", "H", "H", "H"],
  "positions_angstrom": [[3.162, -1.319, 1.613], [3.881, -0.889, 0.490], [5.148, -0.929, 0.504], [3.173, -0.315, -0.662], [1.866, 0.532, -0.237], [0.649, 0.103, -0.929], [0.034, -1.002, -0.443], [0.683, -1.942, 0.099], [-1.419, -0.955, -0.739], [-2.082, -2.198, -1.157], [-2.265, -0.229, 0.330], [-3.737, -0.485, -0.114], [-4.677, 0.570, 0.598], [-4.313, 1.237, 1.495], [-6.018, 0.727, 0.091], [2.049, 2.127, -0.283], [1.068, 2.949, -0.569], [3.434, 2.454, -0.035], [3.541, -1.770, 2.446], [2.132, -1.607, 1.311], [3.774, 0.094, -1.646], [2.765, -1.325, -1.070], [1.701, 0.075, 0.754], [0.128, 0.925, -1.165], [-1.452, -0.265, -1.739], [-1.558, -2.672, -1.776], [-2.124, -2.737, -0.216], [-1.919, 0.770, 0.557], [-2.003, -0.745, 1.201], [-3.970, -0.483, -1.258], [-3.911, -1.655, 0.281], [-6.121, -0.238, -0.498], [3.470, 3.428, -0.190]],
  "gap_ev": 9.75,
  "total_charge": 0,
  "e_homo_ev": -9.492,
  "relative_energy_kj_mol": 508.64,
  "smiles": "NC(=O)C[C@H](NC(=O)[C@@H](N)CCC(=O)O)C(=O)O"
}


No. 6
{
  "formula": "C17H32AuINOSi3",
  "method": "ωB97M-V/def2-TZVPD",
  "elements": ["Au", "C", "O", "Si", "C", "C", "C", "Si", "C", "C", "C", "Si", "C", "C", "C", "H", "H", "H", "H", "H", "H", "H", "H", "H", "H", "H", "H", "H", "H", "H", "H", "H", "H", "H", "H", "H", "H", "H", "H", "H", "H", "H", "I", "N", "C", "C", "C", "C", "C", "C", "C", "H", "H", "H", "H", "H"],
  "positions_angstrom": [[0.801, 0.251, -1.787], [4.088, 0.071, -2.263], [2.993, -0.013, -1.343], [3.060, 0.120, 0.329], [3.946, 1.709, 0.785], [4.101, -1.272, 1.044], [1.174, 0.016, 0.502], [0.509, -1.746, 0.829], [1.128, -2.865, -0.568], [-1.355, -2.014, 0.900], [1.145, -2.256, 2.534], [0.287, 1.534, 1.231], [0.613, 3.025, 0.112], [-1.585, 1.346, 1.304], [0.955, 1.852, 2.966], [4.837, -0.676, -1.997], [4.537, 1.064, -2.239], [3.716, -0.128, -3.264], [5.013, 1.586, 0.589], [3.844, 1.951, 1.843], [3.599, 2.565, 0.206], [5.138, -1.138, 0.729], [3.779, -2.265, 0.732], [4.092, -1.234, 2.135], [0.730, -2.543, -1.534], [0.788, -3.890, -0.405], [2.216, -2.881, -0.645], [-1.850, -1.711, -0.020], [-1.824, -1.498, 1.738], [-1.535, -3.082, 1.032], [2.230, -2.324, 2.585], [0.735, -3.240, 2.771], [0.808, -1.559, 3.304], [0.333, 2.838, -0.928], [1.662, 3.320, 0.125], [0.026, 3.874, 0.467], [-1.985, 1.091, 0.322], [-2.035, 2.294, 1.605], [-1.908, 0.588, 2.017], [1.994, 2.176, 2.942], [0.891, 0.972, 3.609], [0.365, 2.646, 3.427], [1.185, 1.488, -4.127], [-1.261, -0.190, -1.976], [-2.404, -0.091, -1.941], [-3.815, -0.020, -1.874], [-4.441, -0.008, -0.622], [-5.820, 0.033, -0.558], [-6.570, 0.053, -1.728], [-5.946, 0.038, -2.969], [-4.568, 0.004, -3.053], [-3.847, -0.034, 0.281], [-6.313, 0.050, 0.404], [-7.650, 0.071, -1.671], [-6.539, 0.056, -3.872], [-4.068, -0.006, -4.012]],
  "gap_ev": 5.65,
  "total_charge": 1,
  "e_homo_ev": -11.465,
  "relative_energy_kj_mol": 0.00
}


No. 7
{
  "formula": "C6H12O",
  "method": "ωB97M-V/def2-TZVPD",
  "elements": ["C", "C", "C", "C", "C", "C", "O", "H", "H", "H", "H", "H", "H", "H", "H", "H", "H", "H", "H"],
  "positions_angstrom": [[1.497, -2.167, -1.681], [1.199, -1.186, -0.827], [0.298, -0.040, -1.181], [-1.047, 0.138, -0.453], [-1.069, 1.304, 0.554], [-0.759, 0.835, 1.991], [0.594, 0.366, 2.066], [0.887, -2.363, -2.559], [2.439, -2.691, -1.599], [1.563, -1.263, 0.194], [0.273, -0.002, -2.271], [0.859, 0.866, -0.924], [-1.377, -0.776, 0.048], [-1.824, 0.331, -1.188], [-2.070, 1.738, 0.575], [-0.378, 2.079, 0.226], [-1.404, -0.022, 2.160], [-0.838, 1.724, 2.617], [1.158, 1.130, 2.253]],
  "gap_ev": 9.92,
  "total_charge": 0,
  "e_homo_ev": -8.976,
  "relative_energy_kj_mol": 180.05,
  "smiles": "C=CCCCCO"
}


No. 8
{
  "formula": "CH21MnO13",
  "method": "ωB97M-V/def2-TZVPD",
  "elements": ["O", "H", "H", "H", "Mn", "C", "O", "O", "O", "O", "H", "H", "O", "H", "H", "O", "H", "H", "O", "H", "H", "O", "H", "H", "O", "H", "H", "O", "H", "H", "O", "H", "H", "O", "H", "H"],
  "positions_angstrom": [[2.736, 0.684, 2.201], [2.598, 0.095, 2.965], [3.689, 0.851, 2.075], [2.290, 0.329, 1.359], [1.309, -2.851, 0.168], [0.446, -0.514, -0.228], [1.713, -0.737, 0.113], [-0.096, 0.579, -0.201], [-0.167, -1.645, -0.481], [-0.312, 2.245, -2.576], [-0.350, 1.779, -1.736], [0.527, 2.716, -2.547], [0.026, 2.290, 2.191], [0.007, 1.728, 1.410], [-0.848, 2.692, 2.232], [-3.030, 1.625, -0.515], [-3.422, 1.230, 0.275], [-2.082, 1.501, -0.403], [-1.211, -0.765, -3.438], [-1.068, -0.472, -2.535], [-2.170, -0.792, -3.524], [2.096, 2.412, -0.712], [1.765, 1.544, -0.457], [2.298, 2.870, 0.111], [-3.578, -0.897, 0.735], [-2.888, -1.331, 0.224], [-4.307, -1.525, 0.712], [-1.115, -0.949, 2.541], [-0.516, -1.697, 2.488], [-1.125, -0.556, 1.661], [4.558, -0.901, -0.823], [3.649, -1.126, -0.601], [4.841, -0.220, -0.209], [-2.379, -3.321, -1.054], [-1.598, -2.768, -0.918], [-2.286, -4.102, -0.501]],
  "gap_ev": [4.93, 4.82],
  "total_charge": 1,
  "multiplicity": 6,
  "s2": 8.75,
  "e_homo_ev": [-12.657, -12.657],
  "relative_energy_kj_mol": 579.66
}


no.,E (eV)
1,-70937.652
2,-28503.027
3,-8096.579
4,-14990.298
5,-26329.108
6,-57108.204
7,-8462.488
8,-59306.080